One molecule with the formula C10H13ClN2O3S at a distorted geometry, computed with wB97M-V/def2-TZVPD.

Geometry as XYZ:
```
30
C10H13ClN2O3S (wB97M-V/def2-TZVPD)
O -0.263 1.223 -1.441
S -0.567 0.692 -0.143
O -0.280 1.493 1.014
N 0.104 -0.819 0.002
C 0.930 -1.120 1.149
C 2.422 -0.875 0.855
C 2.788 0.613 0.687
C 3.054 0.754 -0.814
C 3.510 -0.657 -1.176
O 2.732 -1.526 -0.374
C -2.323 0.333 -0.112
C -3.202 1.377 0.134
C -4.562 1.122 0.134
C -4.962 -0.188 -0.119
Cl -6.627 -0.585 -0.139
N -4.129 -1.183 -0.351
C -2.832 -0.930 -0.350
H 0.566 -1.108 -0.851
H 0.781 -2.173 1.406
H 0.598 -0.490 1.974
H 3.010 -1.334 1.664
H 3.687 0.842 1.259
H 1.983 1.261 1.023
H 2.135 1.009 -1.341
H 3.810 1.502 -1.040
H 4.576 -0.793 -0.941
H 3.338 -0.927 -2.219
H -2.809 2.363 0.328
H -5.289 1.895 0.320
H -2.180 -1.771 -0.538
```

Summary:
energy above the lowest of the compared OMol25 structures with the same formula, charge and spin = 0.0 kJ/mol
SMILES = O=S(=O)(NC[C@@H]1CCCO1)c1ccc(Cl)nc1
total charge = 0


C10H13ClO2ReS as an isolated structure at a distorted geometry, computed with wB97M-V/def2-TZVPD.

Geometry as XYZ:
```
28
C10H13ClO2ReS (wB97M-V/def2-TZVPD)
Cl -2.097 -1.300 -0.373
C 1.457 -1.720 -1.910
C 2.230 -0.508 -1.767
C 1.403 0.590 -2.128
H 3.316 -0.458 -1.536
C 0.083 0.079 -2.527
C 0.170 -1.371 -2.360
H -0.680 -2.042 -2.574
H 1.848 -2.751 -1.792
H 1.693 1.659 -2.209
C -1.085 0.860 -2.986
Re 0.516 -0.392 -0.236
C 1.979 0.347 0.865
C 0.377 -1.725 1.261
O 2.813 0.803 1.571
O 0.244 -2.460 2.135
H -1.097 1.827 -2.476
H -1.987 0.299 -2.730
H -1.040 1.023 -4.066
C -0.093 1.447 3.521
S -0.632 1.015 1.732
C -2.142 0.160 2.223
H 0.883 1.065 3.657
H -0.786 0.980 4.203
H -0.120 2.530 3.618
H -1.925 -0.899 2.339
H -2.490 0.588 3.125
H -2.835 0.352 1.419
```

Summary:
energy above the lowest of the compared OMol25 structures with the same formula, charge and spin = 23.1 kJ/mol
total charge = +2
multiplicity = 4


C10H13GeNS6Sn as an isolated structure at a distorted geometry, computed with wB97M-V/def2-TZVPD.

Geometry as XYZ:
```
32
C10H13GeNS6Sn (wB97M-V/def2-TZVPD)
Sn 10.919 5.564 9.058
S 16.393 5.871 14.203
C 15.117 5.745 13.133
S 13.434 5.499 13.479
C 12.836 5.320 11.836
C 13.821 5.480 10.871
S 13.509 5.324 9.156
S 15.445 5.839 11.380
S 11.063 5.352 11.583
C 10.975 10.386 7.145
Ge 10.535 8.548 6.620
C 8.762 8.670 5.818
C 11.856 7.977 5.254
C 10.365 7.626 8.344
H 11.071 11.092 6.259
H 11.904 10.454 7.765
H 10.124 10.767 7.709
H 8.850 9.350 4.896
H 8.123 9.146 6.588
H 8.402 7.657 5.551
H 12.267 8.904 4.831
H 11.336 7.471 4.443
H 12.654 7.390 5.738
H 10.596 8.309 9.199
S 5.621 4.678 8.981
C 6.024 6.308 8.748
C 7.149 6.668 9.435
N 7.709 5.643 10.161
C 6.991 4.552 10.009
H 5.423 6.904 8.134
H 7.641 7.618 9.410
H 7.214 3.635 10.513
```

Summary:
total charge = -2
total energy = -5123.8933 Eh


An isolated ion of composition C10H13INO2 and charge -1 at a distorted geometry, computed with wB97M-V/def2-TZVPD.

Geometry as XYZ:
```
27
C10H13INO2 (wB97M-V/def2-TZVPD)
C -4.397 -2.301 -1.924
C -3.624 -1.641 -1.283
C -2.625 -0.762 -0.702
I -4.200 1.120 0.170
N -1.813 -1.261 0.218
C -2.100 -2.598 0.943
O -3.328 -2.980 0.944
O -1.069 -3.077 1.416
C -0.595 -0.606 0.610
C 0.273 -0.782 -0.629
C 1.789 -0.433 -0.316
C 1.744 0.985 0.300
C 0.729 1.185 1.330
C -0.695 0.857 0.837
H -5.128 -2.931 -2.251
H -2.171 -0.010 -1.412
H -0.238 -1.173 1.427
H 0.022 -0.158 -1.408
H 0.316 -1.843 -0.779
H 2.377 -0.395 -1.225
H 2.171 -1.123 0.474
H 2.698 1.292 0.846
H 1.523 1.590 -0.624
H 0.870 0.445 2.092
H 0.698 2.216 1.710
H -1.322 1.198 1.707
H -0.923 1.456 -0.055
```

Summary:
energy above the lowest of the compared OMol25 structures with the same formula, charge and spin = 0.0 kJ/mol
SMILES = C#C[C@@H](I)N(C(=O)[O-])C1CCCCC1
total charge = -1